Molecular formula: C23H50BClF2N7O5
Method: DFT, ωB97M-V with the def2-TZVPD basis set

Positions of all 89 atoms, in Å:
C (2.516, 2.317, 0.151)
C (1.379, 1.994, 0.744)
C (0.265, 1.314, 0.000)
N (0.267, -0.181, 0.165)
C (1.530, -0.815, 0.584)
C (1.768, -0.793, 2.115)
C (0.675, -0.183, 2.997)
Cl (1.397, 0.866, 4.260)
C (-0.797, -0.903, -0.035)
N (-2.078, -0.488, -0.333)
C (-2.485, 0.720, -0.991)
O (-2.935, 1.648, -0.018)
O (-3.239, 2.830, -0.754)
C (-2.882, -1.181, 0.657)
F (-2.586, -0.489, 1.860)
C (-4.399, -1.159, 0.583)
C (-5.150, -1.228, -0.779)
N (-4.522, -1.947, -1.864)
N (-6.367, -1.992, -0.494)
N (-5.383, 0.134, -1.262)
C (-2.138, -2.571, 0.778)
C (-1.852, -2.859, 2.257)
C (-0.778, -3.512, 2.665)
B (-3.006, -3.906, 0.437)
N (-2.819, -4.760, -0.707)
O (-4.032, -4.143, 1.330)
N (-0.821, -2.285, 0.134)
C (-0.315, -2.974, -1.054)
F (-0.008, -4.262, -0.667)
C (-1.146, -2.944, -2.331)
C (-0.752, -1.790, -3.259)
H (2.650, 2.215, -0.924)
H (3.353, 2.716, 0.712)
H (1.208, 2.272, 1.778)
H (-0.701, 1.660, 0.365)
H (0.366, 1.535, -1.065)
H (1.567, -1.835, 0.229)
H (2.330, -0.283, 0.078)
H (1.954, -1.813, 2.450)
H (2.693, -0.245, 2.288)
H (-0.026, 0.455, 2.468)
H (0.115, -0.939, 3.534)
H (-3.301, 0.503, -1.681)
H (-1.655, 1.145, -1.553)
H (-4.166, 2.676, -0.999)
H (-4.753, -1.994, 1.182)
H (-4.707, -0.249, 1.102)
H (-3.709, -1.490, -2.250)
H (-4.354, -2.922, -1.660)
H (-6.990, -1.474, 0.116)
H (-6.847, -2.170, -1.371)
H (-5.961, 0.639, -0.599)
H (-5.880, 0.073, -2.145)
H (-2.634, -2.592, 2.955)
H (-0.548, -3.599, 3.719)
H (-0.091, -3.986, 1.974)
H (-3.623, -5.379, -0.787)
H (-1.999, -5.359, -0.692)
H (-3.900, -4.901, 1.908)
H (0.633, -2.487, -1.293)
H (-0.954, -3.894, -2.833)
H (-2.208, -2.939, -2.111)
H (-1.349, -0.891, -3.084)
H (0.310, -1.545, -3.188)
H (-0.938, -2.074, -4.295)
C (2.350, 3.380, -5.229)
C (3.542, 3.118, -4.325)
C (4.769, 2.697, -5.115)
O (3.217, 2.123, -3.343)
H (2.086, 2.471, -5.779)
H (1.482, 3.685, -4.643)
H (2.570, 4.163, -5.954)
H (3.769, 4.016, -3.748)
H (4.568, 1.771, -5.662)
H (5.613, 2.518, -4.449)
H (5.053, 3.462, -5.837)
H (3.015, 1.307, -3.815)
C (5.637, 2.124, 5.012)
C (5.590, 3.464, 4.299)
C (4.910, 4.531, 5.140)
O (4.917, 3.320, 3.042)
H (4.615, 1.783, 5.206)
H (6.129, 1.376, 4.389)
H (6.163, 2.182, 5.966)
H (6.602, 3.787, 4.052)
H (3.879, 4.238, 5.358)
H (4.886, 5.481, 4.607)
H (5.429, 4.677, 6.088)
H (4.017, 3.039, 3.244)

Output
Net charge: +1

---

Molecular formula: C51H41F3I2MoN7OSb
Method: DFT, ωB97M-V with the def2-TZVPD basis set

Positions of all 107 atoms, in Å:
Mo (0.010, -1.181, -1.950)
I (-0.161, 3.952, -7.649)
C (-0.402, 2.829, -5.925)
C (-0.321, 3.441, -4.678)
C (-0.429, 2.670, -3.533)
I (-0.354, 3.561, -1.666)
C (-0.611, 1.293, -3.613)
O (-0.586, 0.568, -2.476)
C (-0.768, 0.690, -4.855)
C (-1.213, -0.739, -5.058)
N (-0.887, -1.770, -4.010)
C (-2.106, -2.545, -3.622)
C (-2.864, -1.801, -2.564)
C (-4.192, -1.450, -2.659)
C (-4.774, -0.749, -1.608)
C (-4.015, -0.433, -0.497)
C (-2.681, -0.794, -0.485)
N (-2.115, -1.454, -1.500)
C (-0.646, 1.466, -6.007)
H (-0.179, 4.509, -4.597)
H (-2.299, -0.732, -5.171)
H (-0.810, -1.101, -6.004)
H (-0.257, -2.441, -4.436)
H (-2.731, -2.759, -4.489)
H (-1.765, -3.496, -3.211)
H (-4.761, -1.719, -3.538)
H (-5.812, -0.448, -1.667)
H (-4.425, 0.102, 0.348)
H (-2.043, -0.540, 0.351)
H (-0.743, 0.995, -6.977)
C (-2.585, -4.898, 3.006)
C (-1.715, -3.999, 2.174)
C (-1.255, -2.776, 2.662)
C (-0.451, -1.952, 1.895)
C (-0.070, -2.331, 0.614)
N (0.775, -1.488, -0.181)
C (2.094, -1.307, 0.307)
C (2.570, -2.036, 1.397)
C (3.841, -1.834, 1.905)
C (4.701, -0.897, 1.344)
C (6.078, -0.652, 1.893)
C (4.256, -0.218, 0.217)
C (2.985, -0.418, -0.298)
N (2.664, 0.217, -1.536)
C (3.272, 1.294, -2.062)
C (3.015, 1.328, -3.413)
C (2.218, 0.215, -3.643)
N (1.990, -0.461, -2.512)
C (-0.491, -3.572, 0.139)
C (-1.322, -4.382, 0.896)
N (0.046, -4.097, -1.083)
C (0.423, -5.365, -1.342)
C (1.105, -5.374, -2.538)
C (1.122, -4.044, -2.951)
N (0.477, -3.277, -2.072)
H (-2.656, -4.540, 4.030)
H (-2.188, -5.913, 3.029)
H (-3.594, -4.950, 2.596)
H (-1.523, -2.469, 3.666)
H (-0.074, -1.018, 2.298)
H (1.937, -2.772, 1.868)
H (4.166, -2.420, 2.755)
H (6.320, -1.362, 2.682)
H (6.154, 0.353, 2.309)
H (6.834, -0.742, 1.113)
H (4.933, 0.458, -0.288)
H (3.844, 1.963, -1.443)
H (3.352, 2.058, -4.128)
H (1.784, -0.118, -4.572)
H (-1.664, -5.327, 0.491)
H (0.206, -6.159, -0.648)
H (1.545, -6.223, -3.030)
H (1.603, -3.602, -3.809)
F (2.161, 0.664, 7.297)
C (1.644, 0.856, 6.077)
C (0.486, 1.603, 5.957)
C (-0.046, 1.797, 4.693)
C (0.565, 1.249, 3.564)
C (1.734, 0.508, 3.729)
C (2.285, 0.303, 4.988)
Sb (-0.056, 1.682, 1.569)
C (0.720, 3.664, 1.560)
C (0.002, 4.801, 1.926)
C (0.605, 6.052, 1.952)
C (1.939, 6.146, 1.609)
F (2.528, 7.347, 1.624)
C (2.691, 5.042, 1.253)
C (2.069, 3.804, 1.226)
C (-2.110, 2.096, 1.987)
C (-2.807, 1.271, 2.875)
C (-4.162, 1.456, 3.127)
C (-4.816, 2.488, 2.481)
F (-6.125, 2.670, 2.710)
C (-4.169, 3.331, 1.598)
C (-2.818, 3.117, 1.349)
H (0.029, 2.025, 6.842)
H (-0.945, 2.396, 4.596)
H (2.238, 0.082, 2.865)
H (3.192, -0.268, 5.134)
H (-1.038, 4.726, 2.216)
H (0.063, 6.942, 2.239)
H (3.736, 5.167, 1.007)
H (2.656, 2.934, 0.950)
H (-2.287, 0.484, 3.410)
H (-4.705, 0.832, 3.825)
H (-4.715, 4.138, 1.129)
H (-2.322, 3.773, 0.645)

Output
Relative energy (zero: lowest compared OMol25 entry of this formula, charge and spin): 63.7 kJ/mol
Multiplicity: 3
Net charge: +2

---

Molecular formula: C3H9NO2
Method: DFT, ωB97M-V with the def2-TZVPD basis set

Positions of all 15 atoms, in Å:
C (-0.996, -1.533, -1.590)
N (-1.177, -1.431, -0.108)
H (-0.967, 0.241, 0.404)
H (-2.091, -1.053, 0.250)
H (-0.986, -2.384, 0.292)
H (-1.401, -0.546, -1.971)
H (-1.541, -2.460, -1.937)
H (0.112, -1.688, -1.770)
C (1.792, 1.266, 1.207)
C (0.695, 1.953, 0.386)
O (-0.414, 1.218, 0.245)
O (0.709, 3.111, 0.022)
H (1.589, 0.243, 1.618)
H (1.891, 1.869, 2.161)
H (2.784, 1.191, 0.790)

Output
SMILES string: CC(=O)O.CN
Relative energy (zero: lowest compared OMol25 entry of this formula, charge and spin): 229.9 kJ/mol

---

The evaluated electronic energy for the records listed, in turn: -2350.34875, -3629.57052, -324.88503 a.u..